1.
Entry from the OMol25 dataset: C25H27FN4O2 in the gas phase (the ωB97M-V functional and the def2-TZVPD basis).

```
59
Properties=species:S:1:pos:R:3:forces:R:3
O -0.48160 -0.96129 -2.63602 -0.030 0.378 -0.189
C -0.43315 -1.94810 -1.94283 0.171 -0.369 0.090
N 0.71167 -2.51075 -1.48072 -0.064 -0.278 0.232
H 0.61326 -3.23419 -0.78639 -0.054 0.035 -0.045
C 1.95260 -1.77986 -1.56327 -0.168 0.486 -0.143
H 2.77519 -2.45606 -1.33456 0.005 0.054 -0.042
H 2.06546 -1.42944 -2.59059 0.084 -0.050 0.092
C 1.95899 -0.55585 -0.60847 -0.101 -0.189 -0.270
N 2.91692 0.42669 -1.12271 0.049 -0.245 0.210
C 2.36862 1.18258 -2.24902 0.109 0.127 -0.197
H 3.17095 1.33621 -2.97870 -0.123 0.060 -0.094
C 1.80381 2.54739 -1.79832 0.022 -0.097 -0.024
N 1.32877 2.48834 -0.43898 0.353 -0.047 -0.149
C 0.00148 2.33235 -0.11003 -0.442 0.077 0.130
C -0.95507 1.92216 -1.04954 0.224 0.044 0.080
C -2.29348 1.85550 -0.71826 -0.262 0.124 0.299
C -2.69271 2.18208 0.56319 0.042 0.087 -0.046
C -1.77220 2.54645 1.52722 -0.343 -0.129 -0.124
C -0.43617 2.62298 1.18985 0.138 -0.091 -0.136
H 0.27233 2.94195 1.93814 0.077 0.067 0.053
H -2.10501 2.78610 2.52484 -0.062 0.032 0.102
F -4.01133 2.15981 0.87881 0.143 0.039 -0.044
H -3.02708 1.54522 -1.44523 -0.106 -0.049 -0.073
H -0.65975 1.62832 -2.04350 0.068 -0.044 -0.102
C 2.38935 2.24103 0.51188 0.159 0.057 0.054
C 3.46603 1.34615 -0.14468 0.030 0.105 0.110
H 4.19929 1.95845 -0.67572 0.036 0.010 0.086
H 3.99814 0.78952 0.62783 0.045 0.170 -0.042
H 1.98006 1.73002 1.38558 0.017 0.077 -0.039
H 2.84582 3.18541 0.84410 0.028 -0.086 0.112
H 1.00320 2.87482 -2.45936 0.071 0.053 -0.015
H 2.59395 3.30831 -1.83065 -0.065 -0.024 -0.104
H 1.57947 0.59877 -2.72169 0.018 -0.036 -0.027
C 2.25987 -1.01459 0.79041 -0.019 -0.022 0.131
C 1.31825 -0.86243 1.80410 0.076 0.019 -0.394
N 1.50263 -1.26826 3.04758 -0.341 0.000 0.477
C 2.64871 -1.84978 3.35282 0.224 -0.093 0.050
C 3.66478 -2.05150 2.42940 0.001 0.031 -0.106
C 3.46326 -1.62894 1.12687 -0.175 0.007 0.119
H 4.23092 -1.75960 0.37729 0.089 -0.021 -0.080
H 4.58827 -2.52673 2.72223 0.069 -0.043 0.050
H 2.75418 -2.16424 4.38254 0.105 -0.064 0.071
H 0.36554 -0.38379 1.60642 -0.062 0.094 -0.165
H 0.93649 -0.14446 -0.61460 0.096 -0.067 0.040
O -1.49818 -2.67401 -1.54597 -0.018 -0.124 0.090
C -2.78184 -2.10012 -1.76146 -0.259 0.283 -0.259
C -3.37870 -1.57349 -0.47921 0.136 -0.127 -0.001
C -4.74113 -1.30617 -0.41986 0.113 -0.008 -0.049
C -5.30850 -0.82244 0.74408 -0.077 0.011 0.001
C -4.52287 -0.60404 1.86358 -0.016 -0.020 0.079
C -3.16527 -0.86091 1.80883 -0.019 -0.006 0.077
C -2.59659 -1.34121 0.64192 0.059 -0.084 -0.115
H -1.53637 -1.54533 0.60871 0.087 -0.033 -0.003
H -2.54135 -0.68675 2.67329 0.053 0.018 0.085
H -4.96781 -0.22439 2.77053 -0.040 0.042 0.084
H -6.36708 -0.61312 0.77829 -0.099 0.016 0.003
H -5.35539 -1.47838 -1.29240 -0.105 -0.038 -0.090
H -3.41521 -2.88716 -2.18193 0.108 0.102 0.052
H -2.68444 -1.28928 -2.49566 -0.053 -0.221 0.112
```
Positions in Å, forces in eV/Å.

Kohn-Sham gap in eV: 8.057
E_HOMO in eV: -7.373
SMILES string: O=C(NC[C@@H](c1cccnc1)N1CCN(c2ccc(F)cc2)CC1)OCc1ccccc1
ΔE to the lowest compared entry with this formula, charge and spin in kJ/mol: 56.7
Spin multiplicity: 1
Energy in hartree: -1438.2467
M in g/mol: 434.5

natural (NBO) atomic charge list, values in e, 8 entries:
1 O -0.66
2 C 0.90
3 N -0.63
4 H 0.41
5 C -0.21
6 H 0.21
7 H 0.22
8 C -0.11

---

2.
Entry from the OMol25 dataset: a molecular structure, C25H27GeO9Ti (the ωB97M-V functional and the def2-TZVPD basis).

```
63
Properties=species:S:1:pos:R:3:forces:R:3
Ti -0.76966 0.13023 0.06827 0.230 -0.334 -0.094
C -3.80120 -0.26131 -0.47792 -0.005 0.123 -0.032
C -3.72373 1.06229 -1.20598 0.004 -0.023 0.052
O -2.34587 1.32443 -1.46272 0.014 0.057 -0.089
C -1.92840 2.68725 -1.40782 -0.001 -0.046 0.094
C -1.83406 3.15244 0.03086 -0.034 -0.061 -0.089
O -1.08516 2.18303 0.80153 -0.003 -0.051 -0.018
C -1.27909 2.35676 2.21790 -0.003 -0.051 0.021
C -0.56705 1.22259 2.90849 -0.001 0.038 -0.066
O -0.96339 -0.01701 2.28309 -0.010 0.069 0.025
C -2.16769 -0.63202 2.78947 -0.029 0.047 -0.065
C -2.89380 -1.21035 1.59677 0.018 0.092 0.017
O -2.89376 -0.13615 0.64049 0.151 -0.159 -0.109
H -3.48468 -1.08919 -1.10911 0.040 -0.062 0.001
H -4.81050 -0.43286 -0.10579 -0.042 -0.016 0.043
H -4.16139 1.85057 -0.58924 0.015 0.027 0.008
H -4.27669 1.00468 -2.14429 -0.019 0.013 -0.044
H -2.60915 3.33946 -1.95685 -0.047 0.010 -0.025
H -0.95274 2.71877 -1.88413 0.038 -0.025 -0.045
H -2.82548 3.23942 0.47950 -0.017 -0.008 0.074
H -1.33817 4.12072 0.08874 0.051 0.036 0.014
H -2.35188 2.34275 2.42568 -0.055 0.018 -0.041
H -0.86739 3.31522 2.53448 0.028 0.047 -0.008
H -0.79275 1.19743 3.97303 -0.020 -0.015 0.035
H 0.51079 1.29785 2.77776 0.027 -0.038 0.002
H -2.78918 0.12496 3.26832 0.017 0.040 0.024
H -1.89768 -1.39976 3.51199 0.021 -0.033 0.029
H -3.91344 -1.48900 1.86070 -0.035 -0.007 -0.006
H -2.38056 -2.07977 1.17740 0.012 -0.038 -0.037
O 0.61798 -1.34430 -5.60167 0.003 0.001 -0.003
C 0.35279 -1.05910 -4.47690 0.004 -0.003 0.001
C 0.88425 0.15333 -3.68374 0.215 0.167 -0.138
O 1.60781 1.02026 -4.09248 -0.010 0.007 0.042
C 0.28589 0.00683 -2.35377 -0.062 -0.110 -0.082
C -0.52488 -1.08005 -2.27186 0.092 0.081 -0.070
O -1.13988 -1.34172 -1.11523 0.026 0.561 0.379
C -0.59406 -1.82457 -3.53013 -0.113 -0.295 -0.117
O -1.24668 -2.79843 -3.79282 -0.010 0.034 0.032
O 0.44675 0.78072 -1.27616 -0.440 -0.124 0.395
Ge 1.24480 -1.34019 0.83262 -0.081 -0.020 -0.155
C 2.34532 -0.12096 1.87562 -0.082 -0.003 -0.067
C 2.65380 -0.39060 3.20934 0.022 0.052 0.001
C 3.32690 0.54925 3.98015 0.002 -0.002 -0.011
C 3.69683 1.76914 3.42600 -0.027 -0.032 -0.002
C 3.39935 2.04615 2.09761 0.001 -0.001 -0.011
C 2.72291 1.10886 1.32639 0.030 -0.011 0.024
C 2.05250 -2.10685 -0.74996 0.009 -0.051 0.175
C 2.99751 -1.40185 -1.49138 0.058 0.012 -0.061
C 3.41914 -1.88207 -2.72512 0.021 -0.008 0.035
C 2.90974 -3.07735 -3.21791 -0.056 -0.009 0.047
C 1.99317 -3.80551 -2.46647 0.012 0.062 -0.049
C 1.56610 -3.31942 -1.23884 -0.023 0.026 -0.038
H 0.62247 -2.43004 1.73585 0.084 0.004 0.000
H 2.37370 -1.34038 3.65101 0.002 0.011 0.001
H 3.56995 0.32552 5.01139 0.003 0.013 -0.017
H 4.22498 2.49847 4.02638 -0.003 -0.008 -0.004
H 3.69941 2.98945 1.65831 -0.002 -0.010 0.016
H 2.48688 1.34051 0.29189 0.008 -0.003 0.031
H 3.40585 -0.46769 -1.11907 -0.044 -0.018 -0.033
H 4.13886 -1.31864 -3.30501 -0.007 -0.007 -0.001
H 3.22444 -3.44051 -4.18775 0.003 0.001 0.016
H 1.59484 -4.73796 -2.84620 0.026 0.019 0.003
H 0.83433 -3.88376 -0.67066 -0.004 0.013 -0.014
```
Positions in Å, forces in eV/Å.

Charge: +1
Kohn-Sham gap in eV: 7.171
E_HOMO in eV: -10.816
ΔE to the lowest compared entry with this formula, charge and spin in kJ/mol: 0.0
Spin multiplicity: 1
Energy in hartree: -4572.1650
M in g/mol: 592.0

natural (NBO) atomic charge list, values in e, 8 entries:
1 Ti 1.74
2 C -0.08
3 C -0.09
4 O -0.55
5 C -0.09
6 C -0.09
7 O -0.59
8 C -0.09

---

3.
Entry from the OMol25 dataset: 4 unconnected molecules or ions with the total composition C25H27IN4O10 (the ωB97M-V functional and the def2-TZVPD basis).

```
67
Properties=species:S:1:pos:R:3:forces:R:3
C 5.71205 -1.41429 -1.42270 0.421 -0.172 -0.200
C 5.01208 -1.85112 -2.69360 0.256 -0.148 -0.563
O 4.63416 -0.71396 -3.45826 -0.375 0.284 0.279
C 3.90110 -2.85252 -2.46939 -0.388 0.190 0.564
O 2.99375 -2.57974 -1.38254 0.601 0.200 -0.967
C 2.23117 -1.40792 -1.44532 -1.602 -1.047 2.768
O 2.89503 -0.31587 -0.86667 0.624 0.173 -0.861
C 1.01436 -1.69595 -0.51401 -0.510 0.124 -0.004
C 0.06960 -0.62142 -0.98526 -0.559 0.203 -0.692
I -1.95381 -0.65327 -0.33864 0.250 -0.273 -0.093
C 0.21622 -0.83003 -2.49895 2.077 -0.002 3.029
O -0.57478 -0.78738 -3.34626 -2.557 0.206 -2.922
N 1.56358 -1.08188 -2.64599 0.913 -0.246 -1.162
H 5.73320 -0.34094 -1.36766 -0.290 0.452 0.212
H 5.29585 -1.86526 -0.53272 -0.262 0.081 0.239
H 6.74536 -1.72594 -1.47112 0.357 -0.131 0.060
H 5.75772 -2.37178 -3.29180 0.057 -0.424 -0.158
H 4.14334 -1.03022 -4.22186 0.099 0.092 -0.161
H 4.37549 -3.78834 -2.22013 -0.097 -0.169 0.180
H 3.30736 -3.04518 -3.36417 0.059 0.116 -0.331
H 3.37523 -0.68585 -0.11834 0.048 0.129 0.071
H 0.52248 -2.63340 -0.74650 0.284 -0.469 -0.192
H 1.24277 -1.71242 0.53702 0.312 0.322 0.395
H 0.44537 0.38034 -0.83712 -0.030 0.283 0.583
H 1.89800 -1.43152 -3.52822 0.023 0.278 -0.103
C -3.29937 5.29232 2.89474 -0.013 -0.001 0.018
C -2.70195 4.30129 3.66250 -0.052 0.075 -0.088
C -1.90141 3.34523 3.06009 0.041 -0.106 0.242
C -1.70757 3.39858 1.69166 -0.164 0.154 0.092
C -2.30032 4.37475 0.91187 -0.042 0.101 -0.227
C -3.10162 5.32647 1.52123 -0.053 0.038 0.104
N -0.84282 2.39887 1.05268 0.118 0.022 0.000
O -0.35190 1.54027 1.75939 0.034 0.063 -0.040
O -0.66733 2.48836 -0.14669 0.031 0.027 0.073
H -3.92070 6.04205 3.36815 0.002 0.002 -0.014
H -2.85816 4.27536 4.73236 0.014 -0.024 0.000
H -1.43654 2.57361 3.65559 0.065 -0.050 -0.124
H -2.14442 4.40177 -0.15643 0.081 -0.112 0.014
H -3.57111 6.09820 0.92541 0.027 -0.014 -0.037
C 4.96562 -7.78741 1.62282 0.001 -0.009 0.011
C 4.58358 -6.52385 1.19349 0.039 -0.107 0.030
C 4.92733 -6.08908 -0.07539 -0.094 0.216 -0.007
C 5.64930 -6.93293 -0.90118 -0.080 -0.034 0.206
C 6.04248 -8.19201 -0.48626 0.124 -0.237 -0.055
C 5.69717 -8.61835 0.78522 -0.071 0.092 0.066
N 5.99897 -6.48715 -2.25899 0.039 0.081 -0.137
O 5.65557 -5.36240 -2.59074 0.248 -0.427 0.026
O 6.60367 -7.26085 -2.97137 -0.093 0.149 0.093
H 4.69120 -8.12623 2.61326 0.007 0.005 -0.002
H 4.01450 -5.87740 1.84724 0.000 0.022 -0.024
H 4.62838 -5.10537 -0.40711 0.034 -0.030 -0.095
H 6.60906 -8.83903 -1.13947 -0.013 0.102 -0.101
H 5.99596 -9.60124 1.12241 0.013 -0.004 -0.024
C -9.83307 5.01728 1.95358 -0.012 -0.006 0.004
C -9.19987 4.50382 0.82997 -0.046 0.063 0.105
C -8.06222 5.11783 0.33306 0.023 -0.186 -0.194
C -7.57190 6.24023 0.97490 -0.182 -0.095 0.085
C -8.19390 6.76814 2.09148 -0.009 0.180 0.202
C -9.33257 6.15012 2.58093 -0.026 -0.105 -0.069
N -6.35141 6.88141 0.46381 0.106 0.052 -0.094
O -5.83805 6.40509 -0.53068 -0.036 0.067 0.138
O -5.92104 7.84607 1.06886 -0.021 -0.143 -0.042
H -10.71903 4.53237 2.34231 0.000 0.007 -0.007
H -9.59158 3.62213 0.34186 0.020 0.004 -0.020
H -7.56872 4.71916 -0.54089 0.102 0.099 0.019
H -7.80219 7.64802 2.58014 0.107 0.000 -0.098
H -9.82867 6.55035 3.45438 0.017 0.021 -0.001
```
Positions in Å, forces in eV/Å.

Kohn-Sham gap in eV: 8.177
E_HOMO in eV: -8.954
SMILES string: C[C@H](O)CO[C@]1(O)C[C@H](I)C(=O)N1.O=[N+]([O-])c1ccccc1.O=[N+]([O-])c1ccccc1.O=[N+]([O-])c1ccccc1
ΔE to the lowest compared entry with this formula, charge and spin in kJ/mol: 57.0
Spin multiplicity: 1
Energy in hartree: -2237.6843
M in g/mol: 670.4

natural (NBO) atomic charge list, values in e, 8 entries:
1 C -0.63
2 C 0.06
3 O -0.71
4 C -0.11
5 O -0.54
6 C 0.66
7 O -0.71
8 C -0.44

---

4.
Entry from the OMol25 dataset: C25H27N3O5 in the gas phase (the ωB97M-V functional and the def2-TZVPD basis).

```
60
Properties=species:S:1:pos:R:3:forces:R:3
C -0.70383 2.54839 -4.83344 0.081 0.198 0.139
H -0.83196 2.80598 -5.88135 -0.046 -0.018 -0.126
H -1.67220 2.28448 -4.41393 -0.095 -0.050 -0.008
H -0.05049 1.68219 -4.76649 0.053 -0.085 -0.009
C -0.07577 3.72152 -4.08713 0.042 -0.045 -0.425
N 0.11214 3.42419 -2.67618 0.292 0.059 -0.185
C -0.92434 3.51998 -1.78368 -0.264 -0.049 0.612
C -2.21071 3.92400 -2.17238 0.015 0.040 -0.124
C -3.23285 4.01477 -1.25523 0.058 -0.024 0.051
C -3.02091 3.70413 0.08384 -0.087 0.005 0.063
C -1.77074 3.30402 0.48958 0.079 -0.007 -0.096
C -0.71641 3.20706 -0.42363 -0.188 0.034 0.009
C 0.59915 2.78236 -0.00664 0.292 0.032 -0.271
C 1.59579 2.69863 -0.91705 0.089 -0.115 0.630
C 1.39275 3.00515 -2.31128 -0.233 0.098 -0.098
O 2.27037 2.91032 -3.15242 0.212 -0.102 -0.010
H 2.59606 2.38463 -0.66801 0.112 -0.030 0.046
O 0.69945 2.48097 1.31087 -0.295 0.205 -0.381
C 1.93687 2.02433 1.81670 0.449 0.024 0.121
C 2.49489 0.73425 1.19732 -0.123 0.134 0.157
O 3.68047 0.67252 0.92352 0.272 0.254 0.017
N 1.65520 -0.29850 1.01300 -0.043 -0.186 -0.102
C 0.25195 -0.38311 1.34655 -0.489 0.036 0.049
H 0.11056 -1.26361 1.98442 0.026 0.163 -0.028
C -0.57009 -0.54108 0.05223 0.036 0.137 0.187
N -0.13888 -1.63611 -0.78441 -0.117 -0.031 -0.137
C 1.29030 -1.59843 -1.00569 0.147 0.012 0.155
C 2.11445 -1.46619 0.28462 0.270 -0.155 -0.337
H 1.99293 -2.35103 0.91677 0.065 0.109 -0.040
H 3.17046 -1.32468 0.05230 -0.112 -0.075 0.050
H 1.49970 -0.72401 -1.63394 0.124 -0.047 0.004
H 1.59306 -2.49277 -1.55054 0.029 -0.020 -0.062
C -0.74906 -2.93331 -0.56184 0.054 0.076 -0.021
C -0.41232 -3.64808 0.72967 0.017 -0.189 -0.099
C 0.66909 -4.51511 0.79183 -0.227 0.064 -0.078
C 1.03370 -5.16658 1.96835 -0.044 -0.057 0.393
C 0.26942 -4.91790 3.08144 -0.382 0.377 -0.167
C -0.82846 -4.05736 3.02902 0.431 -0.275 -0.068
C -1.19015 -3.41713 1.87040 0.006 -0.208 0.270
H -2.04942 -2.76682 1.84434 -0.148 0.116 -0.021
O -1.41646 -3.99534 4.26481 -0.116 0.232 -0.456
C -0.66206 -4.85266 5.09496 -0.237 -0.238 1.247
O 0.39479 -5.41733 4.35011 0.291 -0.092 -0.403
H -0.25198 -4.27878 5.94121 -0.054 -0.086 -0.257
H -1.31051 -5.65502 5.48223 0.138 0.165 -0.172
H 1.87418 -5.83850 2.00646 0.124 -0.104 0.008
H 1.24933 -4.69850 -0.10000 0.057 -0.008 -0.137
H -0.45536 -3.56407 -1.40576 -0.086 -0.030 0.039
H -1.83141 -2.78304 -0.61519 0.017 -0.087 -0.038
H -0.46354 0.37870 -0.53589 -0.061 0.023 0.117
H -1.62530 -0.66600 0.29828 -0.065 0.026 -0.009
H -0.07810 0.50033 1.88749 0.020 -0.095 0.012
H 2.71276 2.78959 1.69472 -0.120 -0.173 -0.020
H 1.76695 1.86634 2.88653 0.039 0.026 -0.141
H -1.57561 3.06176 1.52213 -0.004 -0.013 0.089
H -3.82954 3.77892 0.79411 -0.062 0.002 0.073
H -4.21131 4.33159 -1.58458 -0.067 0.025 -0.053
H -2.41971 4.17185 -3.19919 0.032 -0.008 -0.110
H 0.92320 3.90723 -4.49032 -0.261 0.070 0.095
H -0.67048 4.63085 -4.19364 0.059 -0.040 0.055
```
Positions in Å, forces in eV/Å.

Kohn-Sham gap in eV: 8.466
E_HOMO in eV: -8.028
SMILES string: CCn1c(=O)cc(OCC(=O)N2CCN(Cc3ccc4c(c3)OCO4)CC2)c2ccccc21
ΔE to the lowest compared entry with this formula, charge and spin in kJ/mol: 174.8
Spin multiplicity: 1
Energy in hartree: -1509.3385
M in g/mol: 449.5

natural (NBO) atomic charge list, values in e, 8 entries:
1 C -0.62
2 H 0.21
3 H 0.20
4 H 0.22
5 C -0.23
6 N -0.43
7 C 0.29
8 C -0.27

---

Number 1: maximum force 0.6 eV/Å. Number 2: maximum force 0.7 eV/Å. Number 3: maximum force 3.9 eV/Å. Number 4: maximum force 1.3 eV/Å.